Record 1
Density functional theory data (ωB97M-V/def2-TZVPD) for C8H24FO4S4Tl as an isolated structure.

Last column: Löwdin charge in e.
Atoms and positions in Å:
Tl  -2.427130  7.175156  -30.604226  1.19
F  -2.461244  7.469546  -27.778940  -0.54
C  -6.258677  10.882671  -29.791329  -0.20
S  -5.672473  9.152953  -29.740234  0.96
O  -4.236223  9.168723  -30.359058  -0.63
C  -5.638808  8.858645  -27.935301  -0.22
H  -7.221059  10.941893  -29.282973  0.07
H  -6.338999  11.137540  -30.848068  0.07
H  -5.570797  11.576939  -29.308717  0.08
H  -5.277056  7.848551  -27.743142  0.02
H  -6.552351  9.056200  -27.374481  0.08
H  -4.950820  9.547903  -27.445713  0.07
C  -2.274469  5.107044  -23.462528  -0.21
S  -2.337183  6.855227  -22.919481  0.97
O  -0.932011  7.299501  -22.659378  -0.44
C  -2.541243  7.573802  -24.618020  -0.20
H  -1.381985  4.981220  -24.075500  0.06
H  -3.042557  5.018706  -24.230862  0.03
H  -2.303870  4.294894  -22.736129  0.07
H  -1.519189  7.355729  -24.927755  0.04
H  -2.862688  8.609428  -24.507311  0.07
H  -3.247182  7.058912  -25.269658  0.02
C  0.780875  5.539375  -27.441265  -0.19
S  1.203542  6.875027  -28.638654  1.04
O  0.090990  6.652637  -29.684399  -0.62
C  0.982443  8.445555  -27.616236  -0.14
H  0.721816  4.484262  -27.708361  0.08
H  -0.205916  5.781654  -27.046740  0.04
H  1.582895  5.562721  -26.703492  0.06
H  1.852122  8.379277  -26.962508  0.07
H  0.091298  8.430112  -26.988769  0.06
H  1.119335  9.224038  -28.366786  0.07
C  -4.441605  4.886844  -26.935360  -0.25
S  -4.986368  4.329643  -28.604494  0.95
O  -4.634640  5.404011  -29.628292  -0.62
C  -6.867095  4.407776  -28.337599  -0.19
H  -4.818496  4.130123  -26.247293  0.06
H  -4.806906  5.904048  -26.794121  0.04
H  -3.362813  4.957701  -26.796495  0.04
H  -7.395379  3.797650  -29.070236  0.06
H  -7.365517  5.361699  -28.165229  0.06
H  -7.060111  3.896835  -27.394318  0.05

Cartesian forces, eV/Å:
-0.5 0.2 1.4
0.2 -0.3 -0.9
0.3 -0.1 -0.2
1.1 0.4 -0.3
-1.7 -0.1 1.6
1.0 0.3 0.5
-0.1 -0.3 -0.2
-0.1 0.0 0.1
0.3 -0.3 0.0
-0.1 0.1 -0.3
-0.6 -0.2 -0.9
0.5 0.1 -0.4
0.1 -0.1 -1.0
1.0 -0.2 -0.9
-0.8 -0.4 0.4
-0.4 -0.6 0.6
0.5 0.3 0.4
-0.6 -0.1 0.5
-0.2 0.5 0.3
-0.1 0.7 -0.5
0.6 0.0 0.0
0.0 -0.1 0.3
0.7 0.5 0.9
-2.9 -1.5 -0.1
1.3 1.1 0.5
0.8 -1.4 -0.5
0.3 0.3 -1.3
0.0 0.5 0.1
-0.2 0.3 0.4
0.2 0.2 -0.1
-0.4 -0.1 -0.6
-0.3 0.2 0.3
0.0 0.1 -0.2
-1.2 1.5 -0.4
0.1 -0.8 0.8
0.6 -0.8 0.9
-0.3 0.3 0.1
-0.4 -0.2 0.2
0.1 -0.3 -0.7
0.4 0.3 -0.4
0.7 0.5 -0.6
0.4 -0.3 0.1

## Properties
Charge: +2
Largest force on an atom, hartree/bohr: 0.0639
Kohn-Sham gap, eV: 2.09

Record 2
Density functional theory data (ωB97M-V/def2-TZVPD) for C30H32N3NiO5Se2 as an isolated structure.

Last column: Löwdin charge in e.
Atoms and positions in Å:
Ni  0.286232  0.373602  -0.508960  0.01
C  1.318512  5.233733  0.085611  -0.08
O  2.387729  4.328382  -0.231550  -0.02
C  1.782525  3.131727  -0.513634  -0.29
N  0.523237  3.084220  -0.525752  0.19
C  0.028833  4.416967  -0.180404  -0.24
C  -0.903517  4.400785  1.009181  -0.19
C  -1.745174  5.486712  1.230994  -0.05
C  -2.570863  5.521720  2.344597  -0.10
C  -2.562996  4.463601  3.243562  -0.10
C  -1.727718  3.378037  3.022299  -0.07
C  -0.897606  3.341897  1.909816  -0.03
C  2.726539  2.018561  -0.778701  -0.16
C  4.088890  2.294383  -0.786297  0.01
C  4.981707  1.265521  -1.021467  -0.05
C  4.476722  -0.001483  -1.245072  0.01
C  3.101902  -0.192856  -1.223847  -0.16
N  2.221145  0.793448  -0.988031  0.10
C  2.555039  -1.540108  -1.486337  -0.30
N  1.334616  -1.832240  -1.526345  0.18
C  1.222447  -3.248003  -1.863462  -0.23
C  2.695345  -3.706263  -2.003833  -0.07
O  3.474797  -2.522384  -1.725674  -0.01
C  0.376561  -3.449496  -3.100615  -0.17
C  0.382616  -4.679931  -3.751892  -0.06
C  -0.399636  -4.889954  -4.877657  -0.11
C  -1.203112  -3.865900  -5.360558  -0.11
C  -1.219684  -2.642664  -4.706667  -0.07
C  -0.437304  -2.427097  -3.578991  -0.03
H  1.416113  6.115588  -0.546944  0.12
H  1.409723  5.519901  1.134206  0.13
H  -0.513460  4.810223  -1.045307  0.15
H  -1.765356  6.305371  0.518500  0.11
H  -3.228173  6.367778  2.504285  0.09
H  -3.214217  4.482033  4.108718  0.09
H  -1.727229  2.540764  3.709534  0.10
H  -0.260906  2.480994  1.727290  0.05
H  4.423667  3.303159  -0.601544  0.11
H  6.047994  1.447853  -1.026922  0.10
H  5.120500  -0.847398  -1.432781  0.12
H  0.731690  -3.736624  -1.016838  0.13
H  2.935085  -4.036560  -3.015669  0.12
H  2.982619  -4.472693  -1.285397  0.12
H  0.998910  -5.489139  -3.372792  0.11
H  -0.385096  -5.852941  -5.373991  0.09
H  -1.818887  -4.025764  -6.237465  0.09
H  -1.854247  -1.841649  -5.064988  0.10
H  -0.477295  -1.473881  -3.059164  0.08
O  -2.860815  -1.112302  4.272342  -0.06
C  -1.926500  -2.146309  3.963142  -0.24
C  -1.221683  -1.858447  2.623399  -0.53
C  -0.143917  -2.957210  2.552767  -0.26
O  0.489225  -3.145482  1.312623  -0.14
C  -0.616992  -0.445161  2.750665  -0.50
Se  0.980626  0.010941  1.698281  0.72
C  -2.319103  -1.978309  1.553439  -0.44
Se  -2.008898  -1.854604  -0.376954  0.98
H  -3.280106  -1.330150  5.108005  0.08
H  -2.443331  -3.112652  3.903341  0.12
H  -1.166775  -2.209149  4.753808  0.12
H  -0.606285  -3.919738  2.803455  0.12
H  0.597548  -2.733235  3.336090  0.12
H  0.790683  -2.258226  1.028300  -0.03
H  -0.316667  -0.297207  3.791411  0.05
H  -1.386950  0.294896  2.538469  0.03
H  -3.100492  -1.259866  1.799949  0.06
H  -2.770409  -2.971845  1.644405  0.06
C  -2.600827  1.009585  -0.108241  -0.11
C  -1.533745  0.083559  -0.643026  -0.88
O  -1.072594  0.313742  -1.849148  -0.24
H  -2.276193  2.040934  -0.257186  0.06
H  -2.780008  0.853311  0.957621  0.05
H  -3.545015  0.850989  -0.640006  0.07

Cartesian forces, eV/Å:
0.0 -0.1 0.2
0.0 0.0 0.0
0.0 0.0 0.0
0.0 -0.1 0.0
0.1 0.0 0.0
0.0 0.0 0.0
0.0 0.0 0.0
0.0 0.0 0.0
0.0 0.0 0.0
0.0 0.0 0.0
0.0 0.0 0.0
0.0 0.0 0.0
-0.1 0.1 0.0
0.0 -0.1 0.0
-0.1 0.0 0.0
0.0 0.0 0.0
0.0 -0.1 0.0
0.0 0.1 0.0
0.0 0.0 0.0
0.0 0.1 -0.1
0.0 0.0 0.1
0.0 0.0 0.0
0.0 0.0 0.0
0.0 0.0 0.0
0.0 0.0 0.0
0.0 0.0 0.0
0.0 0.0 0.0
0.0 0.0 0.0
0.0 0.0 0.0
0.0 0.0 0.0
0.0 0.0 0.0
0.0 0.0 0.0
0.0 0.0 0.0
0.0 0.0 0.0
0.0 0.0 0.0
0.0 0.0 0.0
0.0 0.0 0.0
0.0 0.0 0.0
0.0 0.0 0.0
0.0 0.0 0.0
0.0 0.0 0.0
0.0 0.0 0.0
0.0 0.0 0.0
0.0 0.0 0.0
0.0 0.0 0.0
0.0 0.0 0.0
0.0 0.0 0.0
0.0 0.0 0.0
0.0 0.0 0.0
0.0 0.0 0.0
0.0 0.0 0.1
0.0 0.0 0.0
0.0 0.0 0.0
0.0 0.0 0.0
0.0 0.0 0.0
-0.1 -0.1 0.0
0.0 0.0 0.0
0.0 0.0 0.0
0.0 0.0 0.0
0.0 0.0 0.0
0.0 0.0 0.0
0.0 0.0 0.0
0.0 0.0 0.0
0.0 0.0 0.0
0.0 0.0 0.0
0.0 0.0 0.0
0.0 0.0 0.0
0.0 0.0 0.1
0.1 0.0 -0.1
-0.1 0.0 -0.1
0.0 0.0 0.0
0.0 0.0 0.0
0.0 0.0 0.0

## Properties
Charge: -1
Largest force on an atom, hartree/bohr: 0.0034
Kohn-Sham gap (spin up / spin down), eV: 5.69 / 5.69

Record 3
Density functional theory data (ωB97M-V/def2-TZVPD) for a 14-piece molecular cluster, H28O14 overall.

Last column: Löwdin charge in e.
Atoms and positions in Å:
H  0.325124  0.250284  -0.624022  0.06
H  -0.141257  -0.072365  0.811877  -0.05
H  -3.345801  -1.619966  -4.213960  0.04
H  -2.466863  -0.488726  -3.844330  0.00
H  2.867506  3.592871  -3.912755  0.03
H  1.866449  3.061856  -2.860170  0.01
H  -2.621867  2.105605  5.543470  0.05
H  -2.446493  1.245657  4.365866  -0.02
H  1.106356  1.304276  2.515957  0.02
H  2.608992  0.665450  2.410805  0.05
H  3.934145  -1.630085  -2.148137  0.03
H  3.177564  -2.838610  -1.735063  0.09
H  0.745482  -4.037921  2.469622  0.04
H  -0.281438  -3.793078  3.541088  -0.05
H  -3.654903  2.517698  0.053983  0.03
H  -3.239306  2.507499  -1.420940  0.01
H  -1.536806  2.407718  -3.246399  0.03
H  -1.979480  3.859824  -3.395630  0.09
H  -0.488944  -0.801182  2.811037  0.07
H  -1.744036  -1.611213  2.230792  0.01
H  0.103287  -2.011793  -3.578257  0.03
H  1.545862  -1.572248  -3.421364  0.02
H  3.282715  -0.939331  4.423071  0.03
H  2.446317  -0.919802  3.350198  0.06
H  4.777860  -1.655436  0.052682  -0.01
H  4.752003  -0.426104  -0.822198  0.03
H  -3.456450  -0.379819  0.771921  0.10
H  -3.269757  -1.703931  1.239884  0.03
O  -0.372109  -0.230005  -0.086462  -0.08
O  -3.380045  -0.710825  -3.876551  -0.05
O  2.232884  2.899608  -3.710681  -0.05
O  -2.979871  1.949098  4.652781  -0.04
O  1.749565  0.920942  1.954113  -0.07
O  3.309128  -2.267903  -2.565209  -0.08
O  -0.036448  -4.363261  2.911312  0.01
O  -3.478727  3.099639  -0.704452  -0.07
O  -1.362497  3.269731  -2.844237  -0.08
O  -1.385757  -0.748943  2.363147  -0.10
O  0.629293  -1.324804  -3.150032  -0.08
O  2.713168  -0.293870  4.060464  -0.05
O  4.745987  -0.733552  0.082688  -0.01
O  -2.742854  -1.092996  0.741990  -0.09

Cartesian forces, eV/Å:
-1.2 -1.0 1.0
0.2 0.3 1.0
-0.3 0.3 0.2
1.3 0.5 0.2
-0.1 0.0 0.3
-0.4 0.4 1.0
-0.4 0.2 -0.4
1.0 -1.7 -1.1
-0.3 0.6 1.3
-2.1 1.1 -0.4
-0.7 -0.3 -1.0
-0.3 0.9 -2.0
0.1 0.2 0.0
-1.3 3.5 3.7
0.1 0.3 -0.4
0.2 0.0 0.0
0.3 0.0 0.1
1.4 -1.1 1.4
-1.6 -0.4 -0.5
0.4 -0.8 -0.1
-0.1 0.1 0.2
-0.8 0.4 0.6
1.7 -0.5 1.8
-0.7 1.1 0.0
0.2 -2.3 -0.1
0.1 0.3 -0.2
1.8 -0.7 -0.5
-0.5 -1.4 0.3
1.3 0.8 -2.6
-0.9 -0.8 -0.4
0.6 -0.5 -1.3
-0.6 1.4 1.4
2.2 -1.3 -1.3
0.9 -0.7 2.8
1.1 -3.7 -3.7
-0.4 -0.2 0.6
-1.7 1.0 -1.6
3.4 1.7 3.1
0.8 -0.5 -0.7
-0.8 -1.0 -1.4
-0.2 2.1 0.4
-3.8 1.4 -1.7

## Properties
Largest force on an atom, hartree/bohr: 0.1030
Kohn-Sham gap, eV: 9.64

Number 1: electronic energy -2484.3213 a.u.. Number 2: electronic energy -8014.0653 a.u.. Number 3: electronic energy -1070.0052 a.u..